Entry 1:
ORCA calculation (ωB97M-V with the def2-TZVPD basis set) on C34H39N2O4Ti as an isolated structure at a distorted geometry.

Output
Charge: +1
Strongest force on any atom: 4.5 eV/Å
Relative energy (zero: lowest compared OMol25 entry of this formula, charge and spin): 1.467 eV
2S+1: 1
Lowest unoccupied orbital energy: -4.72 eV

Geometry (Å):
Ti1 -0.611 -1.526 -0.453
O1 0.220 2.112 -1.332
O2 -1.070 -1.278 -3.928
O3 -0.810 -1.339 3.059
O4 1.961 0.886 0.202
N1 0.955 1.528 2.210
N2 0.203 -0.337 1.204
C1 -0.686 -0.748 -6.031
C2 -1.364 2.480 3.543
C3 -2.500 -0.535 0.580
C4 0.541 3.437 -0.933
C5 1.602 -2.339 -0.062
C6 0.289 -2.914 -1.859
C7 3.692 -0.828 4.540
C8 0.999 1.762 -2.482
C9 -0.179 -3.648 -0.724
C10 -0.664 -2.011 -5.138
C11 4.035 -0.020 5.633
C12 1.404 -2.107 -1.453
C13 -2.405 0.089 -0.695
C14 -2.685 2.690 5.567
C15 1.040 4.188 -2.160
C16 1.130 0.708 1.085
C17 -2.609 -1.963 0.398
C18 -0.146 -0.436 2.535
C19 -1.720 -3.003 -5.605
C20 -1.335 -0.108 -4.814
C21 1.637 0.421 4.222
C22 -2.341 3.150 4.292
C23 0.677 -2.639 -4.915
C24 2.492 -0.612 3.851
C25 1.302 3.079 -3.208
C26 0.440 0.749 3.322
C27 -2.501 -0.936 -1.688
C28 -0.671 1.418 4.115
C29 -2.044 1.569 6.100
C30 -2.627 -2.199 -1.021
C31 3.199 1.047 5.986
C32 -1.031 0.936 5.381
C33 2.009 1.266 5.280
C34 0.637 -3.289 0.391
H1 1.951 1.296 -2.184
H2 -2.715 -2.550 -5.575
H3 -2.851 -3.143 -1.494
H4 -0.348 3.843 -0.442
H5 -0.518 0.063 5.787
H6 1.158 -2.867 -5.865
H7 1.321 -1.970 -4.335
H8 1.384 2.115 5.556
H9 4.943 -0.219 6.209
H10 -2.670 -0.784 -2.743
H11 -0.997 -4.357 -0.754
H12 0.578 3.212 -4.028
H13 2.205 -1.255 3.017
H14 4.347 -1.631 4.205
H15 2.020 -1.483 -2.096
H16 -0.825 0.767 -4.406
H17 -2.325 1.178 7.076
H18 -2.400 1.162 -0.899
H19 2.426 -1.925 0.510
H20 3.473 1.724 6.804
H21 0.550 -3.579 -4.382
H22 1.921 4.767 -1.904
H23 0.442 1.017 -3.072
H24 -1.740 -3.886 -4.957
H25 -3.469 3.194 6.132
H26 -1.119 2.778 2.520
H27 -1.480 -3.307 -6.636
H28 -2.412 0.076 -4.971
H29 1.357 3.417 -0.195
H30 -2.806 -2.716 1.155
H31 0.525 -3.676 1.399
H32 -0.091 -3.035 -2.850
H33 -1.366 -0.790 -6.885
H34 2.324 3.050 -3.598
H35 1.638 2.263 2.374
H36 0.295 4.890 -2.538
H37 0.299 -0.343 -6.295
H38 -2.827 4.020 3.848
H39 -2.665 -0.013 1.517

Entry 2:
ORCA calculation (ωB97M-V with the def2-TZVPD basis set) on a 2-piece molecular cluster, C5H12N4O2S overall at a distorted geometry.

Output
Strongest force on any atom: 3.6 eV/Å
Relative energy (zero: lowest compared OMol25 entry of this formula, charge and spin): 1.460 eV
2S+1: 1
Lowest unoccupied orbital energy: 0.65 eV

Geometry (Å):
S1 1.024 1.086 -1.485
O1 1.641 -0.025 -2.198
O2 0.805 2.427 -1.996
N1 -0.395 0.390 -0.897
N2 -0.144 -1.428 2.257
N3 2.143 1.317 -0.271
N4 -1.358 1.800 2.354
C1 -0.913 -0.769 -1.541
C2 0.618 -2.473 1.740
C3 -0.814 -0.717 2.837
C4 -1.295 1.124 -0.010
C5 -0.786 1.439 1.170
H1 1.359 -1.912 1.101
H2 -2.424 1.695 2.359
H3 1.060 -2.998 2.581
H4 -0.409 -1.734 -1.086
H5 0.102 -3.049 1.021
H6 0.254 1.338 1.454
H7 -1.967 -0.867 -1.406
H8 -0.667 -0.815 -2.609
H9 2.942 1.251 -0.799
H10 2.204 2.175 0.220
H11 -2.295 1.431 -0.332
H12 -0.812 1.314 3.109

Entry 3:
ORCA calculation (ωB97M-V with the def2-TZVPD basis set) on HgI as an isolated structure at a distorted geometry.

Output
Charge: +2
Strongest force on any atom: 1.0 eV/Å
Relative energy (zero: lowest compared OMol25 entry of this formula, charge and spin): 0.105 eV
2S+1: 2
Lowest unoccupied orbital energy (alpha / beta): -15.02 / -14.93 eV

Geometry (Å):
Hg1 -0.187 -1.412 -0.168
I1 0.187 1.412 0.168